Formula: C44H33Br2N6O4P2SZr
Source: OMol25
Level of theory: ωB97M-V with the def2-TZVPD basis set

Summary:
Energy above the lowest of the compared OMol25 structures with the same formula, charge and spin in kcal per mole: 48.5
Net charge: +3
Strongest force on any atom in eV/Å: 2.6
2S+1: 1
LUMO level in eV: -9.537
Frontier orbital gap in Eh: 0.2439

Geometry (Å):
Zr -0.99 -0.20 -0.46
S 3.55 -4.66 -4.84
N 2.59 -3.43 -5.25
C 1.95 -3.00 -4.18
C 0.97 -1.96 -4.12
C 0.51 -1.30 -5.27
C -0.54 -0.42 -5.13
C -1.02 -0.13 -3.86
N -0.54 -0.66 -2.73
C 0.39 -1.65 -2.87
C 0.69 -2.45 -1.70
N -0.02 -2.23 -0.57
C 0.13 -3.07 0.45
C 1.04 -4.12 0.46
C 1.83 -4.33 -0.66
C 1.64 -3.51 -1.77
C 2.30 -3.74 -3.02
N 3.19 -4.70 -3.28
H 0.96 -1.53 -6.22
H -1.00 0.05 -5.99
H -1.84 0.57 -3.76
H -0.50 -2.90 1.33
H 1.11 -4.78 1.31
H 2.56 -5.12 -0.71
Br -2.07 2.59 -2.05
C -3.70 2.80 -1.03
Br -3.66 1.46 0.38
H -4.55 2.61 -1.69
H -3.74 3.79 -0.59
O -1.77 -0.70 1.38
C -2.75 -1.45 1.67
C -3.69 -1.97 0.77
C -4.79 -2.71 1.28
C -5.81 -3.09 0.44
C -5.75 -2.82 -0.94
C -4.67 -2.15 -1.47
C -3.62 -1.68 -0.64
O -2.65 -0.98 -1.15
N -7.00 -3.78 0.98
O -7.00 -3.97 2.17
O -7.85 -4.06 0.19
H -2.90 -1.69 2.73
H -4.85 -2.96 2.33
H -6.57 -3.14 -1.56
H -4.60 -1.96 -2.53
N 0.87 1.44 1.67
P 1.14 -0.24 1.43
C 1.77 -0.74 3.06
C 2.41 -1.97 3.19
C 2.85 -2.40 4.43
C 2.65 -1.61 5.55
C 2.02 -0.38 5.43
C 1.56 0.05 4.20
C 2.64 -0.20 0.37
C 2.40 0.01 -0.99
C 3.45 0.09 -1.89
C 4.75 -0.02 -1.43
C 5.00 -0.21 -0.08
C 3.95 -0.32 0.82
P -0.02 2.19 0.42
C 1.20 3.29 -0.37
C 1.53 3.20 -1.72
C 2.51 4.04 -2.24
C 3.14 4.97 -1.43
C 2.80 5.07 -0.09
C 1.84 4.23 0.44
C -1.03 3.36 1.39
C -1.33 4.65 0.96
C -2.14 5.46 1.73
C -2.65 5.00 2.94
C -2.36 3.72 3.37
C -1.57 2.89 2.59
H 1.56 1.98 2.20
H 2.59 -2.58 2.31
H 3.34 -3.36 4.53
H 2.99 -1.94 6.52
H 1.88 0.24 6.29
H 1.04 0.99 4.13
H 1.36 0.17 -1.34
H 3.26 0.23 -2.94
H 5.58 0.06 -2.12
H 6.01 -0.28 0.28
H 4.15 -0.47 1.87
H 1.02 2.49 -2.37
H 2.77 3.98 -3.29
H 3.89 5.62 -1.84
H 3.28 5.80 0.54
H 1.57 4.31 1.48
H -0.90 5.02 0.04
H -2.37 6.46 1.40
H -3.28 5.64 3.54
H -2.75 3.36 4.31
H -1.35 1.87 2.91